1.
Below is a structure of composition C5H15CrF4N7O18S4 in a non-equilibrium geometry, with properties calculated with wB97M-V/def2-TZVPD.

The energy is -135326.438 eV. The spin multiplicity is 5. For the molecular weight, the calculation gives 717.46 Da. The LUMO energy (alpha / beta) comes out at -1.9 / -1.8 eV. For the frontier orbital gap (alpha / beta), the calculation gives 7.58 / 8.86 eV.

Geometry (Å):
1 C 0.0392 -1.1935 -5.4662
2 H -3.4616 -2.9112 -2.0919
3 N -2.7817 -1.1545 -1.2250
4 H -0.2859 4.0932 3.6335
5 H 3.0433 -2.2366 -0.7571
6 H 2.5348 1.2657 4.2763
7 H -4.0113 -2.5991 -0.4253
8 F -2.8477 0.4004 1.6808
9 H 4.0530 1.9010 3.4850
10 O 2.9079 2.4663 -1.9849
11 F 1.3569 -1.1574 3.0510
12 N -0.5224 -2.0898 -4.4249
13 O -0.4840 -3.3227 -4.6066
14 O 2.3239 0.4033 -3.2394
15 H 0.3675 -0.2906 -4.9513
16 H 3.4736 0.2463 3.1324
17 O -0.1805 -0.8120 4.7745
18 C 2.3367 -3.0211 -1.0281
19 O 2.1731 3.0957 2.3050
20 O -0.3456 -2.8309 3.2672
21 S 2.1150 1.2747 -2.0734
22 H -0.8083 -0.9176 -6.0936
23 S 0.0478 2.2006 -2.1712
24 N -1.0424 3.5718 1.7776
25 S -0.2191 -1.3679 3.4135
26 O 0.9292 -1.5308 0.0976
27 H 2.0624 -3.0620 -2.0822
28 N -0.8909 -0.3766 2.1797
29 H 2.7262 -3.9789 -0.6833
30 S -2.2266 -0.4065 2.8762
31 O -3.0354 -1.6281 2.7618
32 O -0.9670 4.5295 1.0523
33 C -1.2688 3.8296 3.2432
34 O -3.5567 -0.4772 -1.8082
35 O 0.3428 -3.6500 -0.1816
36 H 0.9051 -1.6415 -5.9537
37 H -2.0648 4.5743 3.2443
38 O 1.7852 1.1130 1.5180
39 C 3.1751 1.2614 3.3942
40 O 0.3190 3.6251 -1.9048
41 O -0.9592 2.3955 1.3677
42 H -2.2549 -3.1559 -0.7784
43 N 2.3448 1.8677 2.2865
44 O -0.2819 1.8452 -3.5398
45 N 1.1245 -2.7207 -0.3023
46 Cr -0.0476 0.3271 0.4663
47 O -1.7169 -0.6951 -0.7087
48 H -1.6715 2.8916 3.6254
49 O -0.9375 -1.5222 -3.4428
50 O -2.4508 0.6170 3.8764
51 C -3.1482 -2.6151 -1.0908
52 F 2.8569 0.3516 -0.9348
53 N 0.5922 1.1805 -1.2433
54 F -1.4671 2.0372 -1.5928

***

2.
Below is a structure of composition C5H15InN4O3 in a non-equilibrium geometry, with properties calculated with wB97M-V/def2-TZVPD.

The energy is -22683.216 eV. Its energy above the lowest of the compared OMol25 structures with the same formula, charge and spin is 256.70 kJ/mol. The net charge is +2. For the molecular weight, the calculation gives 294.02 Da. The LUMO energy comes out at -12.3 eV. For the frontier orbital gap, the calculation gives 1.42 eV.

Geometry (Å):
1 N -2.2374 28.2526 -5.0176
2 C -15.1618 26.2844 -9.8802
3 O -4.5228 28.4414 -5.2380
4 H -14.0990 24.1274 -9.0459
5 H -15.2045 24.6663 -7.7997
6 C -3.4290 27.8561 -5.4294
7 C -14.2303 24.8593 -8.2488
8 O -12.4952 33.0729 -8.8856
9 H -14.2872 26.9323 -8.0680
10 In -8.5448 29.7524 -7.7258
11 H -15.3523 33.0996 -10.1271
12 N -14.3851 32.8182 -10.0544
13 H -4.2338 26.2567 -6.4178
14 H -15.3004 27.1562 -10.5196
15 H -2.2606 29.0249 -4.3672
16 H -13.3278 35.3173 -8.7484
17 H -1.3775 27.8673 -5.3813
18 C -13.5878 33.4819 -9.2661
19 H -16.1233 26.1769 -9.3781
20 O -12.6808 26.6966 -9.2567
21 H -2.6272 26.0590 -6.1092
22 C -13.9771 26.2955 -8.8965
23 H -14.7918 34.8953 -9.6765
24 H -13.9790 32.0037 -10.4923
25 H -14.9091 25.5101 -10.6046
26 N -14.0356 34.6625 -9.0488
27 H -13.5075 24.6886 -7.4509
28 N -3.3957 26.7140 -6.0884

***

3.
Below is a cluster of 2 separate species, C5H15N2 in total in a non-equilibrium geometry, with properties calculated with wB97M-V/def2-TZVPD.

The energy is -8405.384 eV. Its energy above the lowest of the compared OMol25 structures with the same formula, charge and spin is 128.78 kJ/mol. The spin multiplicity is 2. For the molecular weight, the calculation gives 103.19 Da. The LUMO energy (alpha / beta) comes out at 1.0 / -0.3 eV. For the frontier orbital gap (alpha / beta), the calculation gives 9.51 / 8.55 eV.

Geometry (Å):
1 H -1.7431 -2.4176 0.7591
2 C -1.7852 0.8956 0.1316
3 H 1.5761 -0.9632 -1.2575
4 H 3.6415 -0.6868 -0.9296
5 C -1.1456 1.8575 -0.9009
6 H 0.9114 -1.8388 0.1711
7 H -1.8862 2.5332 -1.3213
8 N 3.5450 0.1398 -0.3525
9 H 3.3750 0.9301 -0.9642
10 C -2.2061 -1.4344 0.7153
11 H -2.8475 1.1164 0.2361
12 C 2.4145 -0.1902 0.5596
13 H -2.1598 -1.0689 1.7591
14 C 1.2949 -0.8873 -0.2069
15 H -0.4778 1.3475 -1.5963
16 H 2.7951 -0.8618 1.3262
17 H 2.0613 0.7123 1.0466
18 H -3.2530 -1.6309 0.5199
19 H -1.3212 1.1442 1.0981
20 H -0.6439 -0.6897 -0.2305
21 N -1.6588 -0.5006 -0.2680
22 H -0.4865 2.4936 -0.2948

***

4.
Below is a cluster of 2 separate species, C5H15N2 in total in a non-equilibrium geometry, with properties calculated with wB97M-V/def2-TZVPD.

The energy is -8400.611 eV. Its energy above the lowest of the compared OMol25 structures with the same formula, charge and spin is 199.27 kJ/mol. The net charge is +1. For the molecular weight, the calculation gives 103.19 Da. The LUMO energy comes out at -4.2 eV. For the frontier orbital gap, the calculation gives 8.97 eV.

Geometry (Å):
1 C -0.3498 0.8403 -1.2037
2 N -0.5885 1.9007 -0.4624
3 N 0.2052 -0.6373 0.9234
4 C -0.7077 -0.9347 2.0388
5 H -1.5953 -1.1520 1.5325
6 H -2.4309 0.5729 -1.5342
7 H -1.7073 -0.7939 -0.9638
8 H 2.3180 -0.8331 0.5454
9 C 1.6070 -0.5455 1.4602
10 H 1.7984 0.5548 1.5698
11 H 0.8662 -0.5734 -1.9030
12 H 0.1131 -1.4456 0.3030
13 H -1.5184 2.2389 -0.3352
14 H -0.9885 0.0157 2.5695
15 C 0.9596 0.4653 -1.6737
16 H 1.7579 0.6800 -1.0005
17 H 1.8900 -1.2313 2.4000
18 H -1.4025 -0.4774 -2.5861
19 C -1.4905 0.0265 -1.6344
20 H -0.2900 -1.7305 2.6145
21 H 0.2281 2.3157 -0.0222
22 H 1.3257 0.7436 -2.6379

***

5.
Below is a structure of composition C5H15N2 in a non-equilibrium geometry, with properties calculated with wB97M-V/def2-TZVPD.

The energy is -8401.742 eV. Its energy above the lowest of the compared OMol25 structures with the same formula, charge and spin is 90.15 kJ/mol. The net charge is +1. For the molecular weight, the calculation gives 103.19 Da. The LUMO energy comes out at -3.4 eV. For the frontier orbital gap, the calculation gives 11.49 eV.

Geometry (Å):
1 C 0.4251 -0.3688 2.1134
2 C -2.3614 0.6079 -0.0507
3 H -0.4721 -0.9236 2.3677
4 H 0.0385 -0.6728 -0.2019
5 H 1.9309 1.4939 1.1569
6 H 3.0708 1.4672 -0.9313
7 H -1.7529 1.4932 -0.2327
8 H 1.3437 1.3755 -1.2498
9 C 1.9814 0.5382 0.6372
10 H 1.0664 0.0532 2.8827
11 C -2.0960 -0.5171 -1.0418
12 C 2.1958 0.8239 -0.8514
13 H -2.5250 -0.2613 -2.0111
14 N 0.7515 -0.2605 0.8916
15 H -3.4174 0.8592 -0.1296
16 N -0.6545 -0.8909 -1.2530
17 H -0.2616 -0.3036 -1.9790
18 H -2.1853 0.2554 0.9603
19 H 2.3444 -0.0712 -1.4563
20 H -0.5590 -1.8532 -1.5586
21 H -2.5878 -1.4137 -0.6779
22 H 2.8295 -0.0314 1.0153

***

6.
Below is the ion C5H15N2 with charge +1 in a non-equilibrium geometry, with properties calculated with wB97M-V/def2-TZVPD.

The energy is -8401.651 eV. Its energy above the lowest of the compared OMol25 structures with the same formula, charge and spin is 98.97 kJ/mol. The net charge is +1. As for the SMILES: CNC[C@H](C)[NH2+]C. For the molecular weight, the calculation gives 103.19 Da. The LUMO energy comes out at -3.0 eV. For the frontier orbital gap, the calculation gives 10.10 eV.

Geometry (Å):
1 H 0.9026 -3.2188 -1.9239
2 C 1.0446 -0.5007 0.0295
3 H 2.3270 -2.7736 -1.1657
4 H 1.3854 2.4427 0.2113
5 H -2.5365 1.8584 1.1661
6 H -0.2271 2.7377 0.7072
7 H -0.0653 0.9900 -1.0264
8 H 0.8921 1.7819 1.7543
9 C -2.3715 1.1716 0.3339
10 H 1.0328 -0.8591 -1.9694
11 H -2.0785 1.7580 -0.5258
12 H -1.3981 -0.6894 0.3314
13 H 0.9377 -1.1152 0.9244
14 C 1.2342 -2.6726 -1.0392
15 H 0.9726 -3.1275 -0.0908
16 H -3.2890 0.5900 0.3983
17 N -1.2099 0.2607 0.6360
18 H -1.0102 0.2371 1.6391
19 C 0.1299 0.6995 0.0049
20 C 0.5491 1.9809 0.7418
21 H 2.1076 -0.2304 0.0096
22 N 0.6706 -1.3211 -1.1467

***

7.
Below is the ion C5H15N2 with charge +1 in a non-equilibrium geometry, with properties calculated with wB97M-V/def2-TZVPD.

The energy is -8400.624 eV. Its energy above the lowest of the compared OMol25 structures with the same formula, charge and spin is 198.08 kJ/mol. The net charge is +1. As for the SMILES: NCCCCC[NH3+]. For the molecular weight, the calculation gives 103.19 Da. The LUMO energy comes out at -3.7 eV. For the frontier orbital gap, the calculation gives 7.80 eV.

Geometry (Å):
1 H 1.0827 1.7559 -0.7141
2 H 0.2111 0.6336 1.3662
3 C -0.6888 0.4272 0.7857
4 C -1.7194 0.0535 1.7846
5 H 2.8362 -0.1123 -2.3539
6 H -2.0656 0.8956 2.4873
7 H -0.9551 1.3848 0.3982
8 H -1.6594 -1.1624 3.4900
9 N 2.3628 -0.0216 -1.4676
10 C -0.3251 -0.5347 -0.3368
11 C 1.1583 1.0797 -1.5875
12 C 0.0054 0.1806 -1.6689
13 H -2.6977 -0.1495 1.2541
14 H 2.0460 -0.8712 -1.1158
15 H -0.3372 -1.3915 2.2611
16 H 0.0979 -0.5876 -2.4637
17 H 0.3521 -1.3358 0.0059
18 N -1.2151 -1.1126 2.5380
19 H 1.3844 1.6767 -2.4921
20 H -0.9145 0.7115 -1.8753
21 H 3.2395 0.3043 -0.9626
22 H -1.2364 -1.0515 -0.6402

***

8.
Below is a cluster of 2 separate species, C5H15N2 in total in a non-equilibrium geometry, with properties calculated with wB97M-V/def2-TZVPD.

The energy is -8395.522 eV. Its energy above the lowest of the compared OMol25 structures with the same formula, charge and spin is 690.32 kJ/mol. The net charge is +1. For the molecular weight, the calculation gives 103.19 Da. The LUMO energy comes out at -8.6 eV. For the frontier orbital gap, the calculation gives 6.37 eV.

Geometry (Å):
1 H -1.4312 0.4049 -0.7304
2 N 1.4160 -0.6304 -0.0281
3 H 3.6047 1.4902 0.1091
4 C -4.6444 -1.0603 0.2093
5 H -3.5394 -1.1984 0.4317
6 H -0.3835 2.0270 0.3543
7 N -0.9439 -0.0404 0.0606
8 H 3.0305 0.7889 1.6058
9 C 1.4008 0.8106 -0.0082
10 H -4.7592 0.0417 0.2416
11 H 3.4578 -1.2327 -0.9368
12 H 0.4796 -0.9286 -0.2093
13 H -4.7843 -1.5058 -0.8641
14 H -5.4370 -1.5219 0.9261
15 H 1.8399 -2.2960 -1.1415
16 H 2.4566 2.4619 1.1098
17 C -0.0901 0.9841 0.6200
18 C 2.6743 1.4259 0.7465
19 H -0.0354 0.8710 1.7110
20 C 2.3189 -1.2756 -1.1127
21 H 2.0758 -0.7626 -2.1345
22 H 1.2933 1.1464 -0.9603